Molecular formula: C33H58N4O7
Method: DFT, the ωB97M-V functional and the def2-TZVPD basis

Output
LUMO energy = 0.28 eV
total energy = -55451.56777 eV
structure (SMILES) = c1cc[nH]c1.c1cc[nH]c1.c1cc[nH]c1.CNC(C)=O.CC(C)=O.CC(C)=O.CC(C)=O.CC(C)=O.CC(C)=O.CC(C)=O
HOMO = -7.506 eV

Structure (ORCA input):
```
! wB97M-V def2-TZVPD RIJCOSX def2/J DEFGRID3
* xyz 0 1
C -6.317 0.583 -2.445
C -5.599 0.431 -1.268
C -5.530 -0.971 -1.071
N -6.332 -1.568 -1.967
C -6.823 -0.600 -2.778
H -6.453 1.495 -3.007
H -5.028 1.190 -0.755
H -4.954 -1.515 -0.337
H -6.514 -2.560 -2.013
H -7.420 -0.833 -3.648
C -2.183 -3.060 -4.459
C -3.061 -2.572 -3.511
C -3.193 -1.193 -3.846
N -2.273 -0.875 -4.793
C -1.628 -2.024 -5.192
H -1.978 -4.114 -4.574
H -3.618 -3.175 -2.810
H -3.881 -0.503 -3.379
H -1.957 0.009 -5.165
H -0.850 -1.907 -5.932
C -1.153 2.326 -5.658
C -0.337 1.245 -6.018
C 0.515 0.965 -4.972
N 0.226 1.846 -3.932
C -0.844 2.623 -4.327
H -1.880 2.841 -6.268
H -0.201 0.810 -6.997
H 1.315 0.251 -4.841
H 0.753 1.865 -3.071
H -1.168 3.470 -3.740
C -1.620 0.200 -1.091
N -0.720 0.215 0.064
C 0.486 0.716 -0.067
C 1.530 0.696 1.091
O 0.804 1.303 -1.106
H -1.225 -0.542 -1.785
H -1.801 1.111 -1.662
H -2.571 -0.054 -0.623
H -1.099 0.043 0.984
H 2.252 1.508 1.180
H 2.089 -0.232 0.967
H 1.114 0.553 2.088
C 5.016 -2.301 -1.768
C 4.701 -2.127 -0.286
C 5.630 -1.369 0.550
O 3.618 -2.500 0.146
H 4.154 -2.489 -2.408
H 5.488 -3.282 -1.806
H 5.693 -1.528 -2.132
H 6.554 -1.905 0.767
H 5.115 -1.134 1.481
H 5.680 -0.429 0.000
C -2.789 -2.067 2.886
C -3.138 -0.643 2.832
C -4.449 -0.270 3.543
O -2.486 0.188 2.283
H -2.346 -2.410 1.951
H -3.759 -2.529 3.074
H -2.057 -2.242 3.674
H -4.436 0.679 4.079
H -4.770 -1.143 4.111
H -5.334 -0.165 2.915
C 2.035 5.572 1.889
C 3.231 4.584 2.051
C 3.782 4.013 0.860
O 3.527 4.187 3.096
H 1.543 5.478 0.921
H 2.326 6.613 2.030
H 1.152 5.383 2.500
H 3.686 4.649 -0.020
H 3.055 3.278 0.513
H 4.775 3.571 0.772
C 1.398 -2.146 -3.108
C 0.840 -3.269 -2.201
C 0.688 -2.824 -0.782
O 0.693 -4.460 -2.542
H 1.724 -1.333 -2.459
H 0.691 -1.729 -3.825
H 2.280 -2.622 -3.536
H -0.262 -2.332 -0.574
H 1.486 -2.141 -0.492
H 0.687 -3.673 -0.099
C 4.806 -2.147 4.212
C 3.771 -0.988 4.220
C 2.602 -1.064 5.250
O 3.877 -0.140 3.355
H 5.789 -1.963 4.644
H 4.849 -2.505 3.183
H 4.339 -3.016 4.675
H 2.139 -0.119 5.534
H 2.917 -1.591 6.151
H 1.819 -1.652 4.772
C -0.418 1.293 5.244
C -0.864 2.641 4.760
C 0.044 3.336 3.806
O -1.859 3.221 5.293
H -1.236 0.965 5.884
H 0.519 1.284 5.802
H -0.274 0.603 4.413
H 0.024 2.915 2.800
H 1.046 3.404 4.231
H -0.185 4.385 3.620
*
```